The following is a quantum chemistry calculation of C24H35ClNO2P2Sn as an isolated structure in a non-equilibrium geometry, from OMol25.

* HOMO energy: -10.074 eV
* frontier orbital gap: 7.074 eV

ORCA input file:
```
! wB97M-V def2-TZVPD RIJCOSX def2/J DEFGRID3
* xyz 1 1
C -1.06 2.76 -3.43
C -1.04 1.77 -2.45
N 0.06 1.50 -1.71
C 1.23 2.02 -2.08
C 1.30 2.97 -3.10
C 0.14 3.36 -3.77
C -2.23 0.83 -2.30
P -2.41 -0.11 -0.74
Sn -0.09 0.04 0.25
P 2.34 -0.03 -0.51
C 2.50 1.57 -1.39
C -0.33 -1.89 1.37
C -0.98 -1.90 2.61
C -1.01 -3.07 3.37
C -0.40 -4.23 2.88
C 0.20 -4.24 1.62
C 0.23 -3.06 0.85
O -1.65 -0.91 -4.10
O 0.63 -1.64 -3.82
H -2.02 2.99 -3.91
H 2.28 3.35 -3.37
H 0.17 4.11 -4.55
C -3.64 0.62 0.35
C -2.99 -1.73 -1.21
H 3.30 1.44 -2.13
H 2.83 2.34 -0.68
H -2.10 0.10 -3.09
H -3.21 1.38 -2.51
C 3.63 -0.04 0.78
C 2.71 -1.26 -1.74
H -1.46 -0.99 2.99
H -1.50 -3.07 4.34
H -0.41 -5.14 3.48
H 0.66 -5.15 1.22
H 0.69 -3.06 -0.15
H 0.14 -3.08 -3.65
H 1.08 -1.60 -4.65
H -0.64 -1.15 -4.08
H -1.90 -0.60 -5.02
H -0.06 -3.79 -3.41
H -4.63 0.60 -0.14
H -3.68 0.03 1.27
H -3.39 1.66 0.62
H -4.09 -1.71 -1.26
H -2.59 -2.02 -2.19
H -2.69 -2.46 -0.46
H 3.68 -1.01 -2.20
H 2.80 -2.24 -1.25
H 1.91 -1.33 -2.54
H 4.61 0.17 0.33
H 3.43 0.71 1.55
H 3.66 -1.02 1.25
Cl -0.92 4.28 3.09
C -0.09 2.91 3.73
C 0.24 2.90 5.08
C 0.92 1.80 5.62
C 1.28 0.73 4.78
C 0.97 0.76 3.43
C 0.25 1.83 2.87
C -0.15 1.89 1.42
H -0.03 3.75 5.70
H 1.18 1.79 6.67
H 1.82 -0.13 5.19
H 1.26 -0.08 2.79
H -1.19 2.21 1.28
H 0.49 2.57 0.84
*
```

---

The following is a quantum chemistry calculation of one molecule with the formula C24H35N5O2, from OMol25.

* structure (SMILES): CCCCN(C)C(=O)CCC(=O)Nc1ccc2nc(N3CCN(C)CC3)cc(C)c2c1
* relative energy (zero: lowest compared OMol25 entry of this formula, charge and spin): 14.4 kcal per mole
* HOMO energy: -7.194 eV
* frontier orbital gap: 7.814 eV

ORCA input file:
```
! wB97M-V def2-TZVPD RIJCOSX def2/J DEFGRID3
* xyz 0 1
C -5.90 3.94 -1.11
C -4.68 3.23 -0.54
C -3.38 3.85 -1.05
C -2.15 3.14 -0.47
N -0.91 3.73 -0.92
C -0.34 3.14 -2.11
C -0.25 4.75 -0.32
O 0.83 5.14 -0.74
C -0.85 5.37 0.93
C -0.05 4.90 2.16
C -0.06 3.38 2.20
O -0.89 2.75 2.82
N 0.92 2.84 1.43
C 1.10 1.50 1.06
C 2.03 1.24 0.03
C 2.26 -0.04 -0.40
C 1.57 -1.12 0.18
N 1.83 -2.36 -0.28
C 1.21 -3.40 0.25
N 1.58 -4.63 -0.20
C 2.49 -4.71 -1.33
C 1.71 -4.92 -2.63
N 0.83 -6.08 -2.59
C 1.52 -7.35 -2.76
C -0.02 -6.02 -1.42
C 0.76 -5.81 -0.10
C 0.26 -3.23 1.30
C -0.04 -1.99 1.78
C -1.03 -1.81 2.88
C 0.63 -0.86 1.21
C 0.41 0.46 1.64
H -5.91 3.89 -2.20
H -6.82 3.48 -0.74
H -5.90 4.99 -0.82
H -4.70 3.28 0.55
H -4.71 2.18 -0.83
H -3.35 3.80 -2.14
H -3.35 4.91 -0.77
H -2.20 3.13 0.62
H -2.15 2.10 -0.80
H -1.07 3.15 -2.92
H -0.03 2.11 -1.91
H 0.53 3.73 -2.40
H -0.73 6.45 0.83
H -1.90 5.14 1.05
H -0.53 5.28 3.07
H 0.97 5.28 2.10
H 1.51 3.48 0.93
H 2.56 2.07 -0.42
H 2.97 -0.25 -1.18
H 3.06 -3.78 -1.37
H 3.18 -5.55 -1.15
H 2.39 -5.03 -3.47
H 1.08 -4.04 -2.80
H 2.05 -7.33 -3.71
H 2.24 -7.59 -1.96
H 0.77 -8.14 -2.80
H -0.61 -6.94 -1.36
H -0.70 -5.17 -1.55
H 0.07 -5.75 0.73
H 1.43 -6.67 0.07
H -0.23 -4.09 1.73
H -1.85 -1.16 2.56
H -0.56 -1.35 3.74
H -1.45 -2.77 3.19
H -0.30 0.66 2.42
*
```

---

The following is a quantum chemistry calculation of C24H35N8OPdS as an isolated structure in a non-equilibrium geometry, from OMol25.

* relative energy (zero: lowest compared OMol25 entry of this formula, charge and spin): 88.4 kcal per mole
* HOMO energy (spin up / spin down): -15.157 / -15.157 eV
* frontier orbital gap (spin up / spin down): 4.060 / 4.170 eV

ORCA input file:
```
! wB97M-V def2-TZVPD RIJCOSX def2/J DEFGRID3
* xyz 3 1
Pd -1.46 -1.12 -0.11
N 3.43 -2.86 3.31
C 2.26 -2.30 2.56
C 2.77 -1.59 1.31
C 1.62 -0.89 0.53
N 0.69 -1.84 -0.10
C 0.91 0.09 1.47
C 0.36 -0.58 2.74
N -0.81 -1.40 2.37
C 1.47 -1.35 3.46
H 3.95 -3.55 2.74
H 3.14 -3.33 4.18
H 4.10 -2.13 3.58
H 1.63 -3.14 2.28
H 3.28 -2.29 0.65
H 3.47 -0.80 1.59
H 2.07 -0.31 -0.28
H 0.56 -2.68 0.47
H 1.01 -2.12 -1.02
H 0.07 0.56 0.94
H 1.61 0.88 1.75
H 0.04 0.22 3.43
H -1.65 -0.83 2.48
H -0.93 -2.20 2.99
H 1.04 -1.90 4.30
H 2.15 -0.60 3.87
C 0.41 0.97 -3.24
C -0.50 1.57 -2.23
N -1.19 0.91 -1.32
C -1.93 1.85 -0.63
C -1.68 3.08 -1.15
N -0.77 2.90 -2.16
C -0.15 4.01 -2.85
N 0.55 4.81 -1.88
N -0.06 5.84 -1.30
N 0.61 6.27 -0.34
C 1.73 5.53 -0.16
C 2.75 5.57 0.79
C 3.73 4.61 0.69
C 3.73 3.66 -0.35
C 2.74 3.62 -1.30
C 1.71 4.55 -1.19
H 0.38 -0.11 -3.15
H 1.43 1.31 -3.11
H 0.09 1.24 -4.25
H -2.58 1.57 0.18
H -2.07 4.05 -0.90
H -0.91 4.65 -3.30
H 0.54 3.65 -3.62
H 2.75 6.31 1.57
H 4.54 4.59 1.40
H 4.55 2.96 -0.41
H 2.79 2.92 -2.13
C -5.73 -1.61 -0.76
S -4.00 -1.10 -1.00
O -3.52 -0.62 0.35
C -3.21 -2.74 -1.00
C -3.41 -3.60 0.07
C -2.89 -4.88 0.02
C -2.14 -5.29 -1.08
C -1.92 -4.41 -2.14
C -2.44 -3.13 -2.10
H -5.84 -2.08 0.21
H -6.00 -2.28 -1.56
H -6.34 -0.72 -0.82
H -4.02 -3.29 0.91
H -3.09 -5.57 0.83
H -1.75 -6.29 -1.12
H -1.38 -4.75 -3.00
H -2.33 -2.45 -2.95
*
```

---

The following is a quantum chemistry calculation of C24H35ORe as an isolated structure in a non-equilibrium geometry, from OMol25.

* HOMO energy (spin up / spin down): -9.744 / -11.375 eV
* frontier orbital gap (spin up / spin down): 6.486 / 6.825 eV

ORCA input file:
```
! wB97M-V def2-TZVPD RIJCOSX def2/J DEFGRID3
* xyz 1 4
C 2.44 -0.15 1.00
C 1.52 0.44 1.94
C 1.43 1.84 1.65
C 2.24 2.12 0.49
C 2.89 0.89 0.11
Re 0.84 0.66 -0.03
C -1.90 0.03 -1.74
C -0.57 -0.60 -1.26
H -0.71 -1.58 -0.77
C 0.68 -0.35 -1.92
H 0.72 0.33 -2.77
H 1.41 -1.16 -1.97
C -2.74 -1.08 -2.40
H -3.00 -1.88 -1.70
H -3.68 -0.70 -2.82
H -2.17 -1.54 -3.22
C -1.63 1.07 -2.84
H -0.98 1.86 -2.48
H -1.20 0.61 -3.73
H -2.58 1.53 -3.13
C 0.82 -0.29 3.03
H 0.31 -1.19 2.66
H 1.54 -0.62 3.79
H 0.07 0.35 3.51
C 0.70 2.85 2.47
H -0.32 2.53 2.68
H 1.21 2.98 3.44
H 0.66 3.81 1.96
C 2.35 3.45 -0.19
H 1.41 4.01 -0.09
H 3.15 4.07 0.22
H 2.53 3.32 -1.26
C 3.82 0.74 -1.04
H 3.42 1.26 -1.91
H 4.81 1.17 -0.82
H 3.95 -0.32 -1.28
C 2.85 -1.59 1.02
H 3.49 -1.83 0.16
H 3.38 -1.84 1.95
H 1.96 -2.24 0.99
C -1.84 1.41 0.40
C -2.60 0.76 -0.67
C -2.26 2.69 0.78
C -3.96 1.06 -0.74
H -1.04 1.00 1.07
C -3.60 3.05 0.63
H -1.55 3.39 1.24
C -4.46 2.16 -0.03
H -4.62 0.47 -1.37
H -3.95 3.99 1.03
H -5.53 2.36 -0.04
C -0.84 -4.54 -0.55
C -0.14 -3.98 0.66
C 0.98 -4.82 1.23
O -0.45 -2.88 1.15
H -0.80 -5.63 -0.55
H -0.34 -4.17 -1.46
H -1.88 -4.20 -0.55
H 1.87 -4.74 0.58
H 1.22 -4.48 2.24
H 0.68 -5.88 1.25
*
```

---

Going through the records in order, we get DFT total energy values of -2497.65019 -1359.84839 -1973.90036 -1088.64062 hartree.